No. 1
{"formula": "C3H2O3", "method": "ωB97M-V with the def2-TZVPD basis set", "homo_energy_ev": -9.7808, "e_above_lowest_kj_mol": 180.8, "charge": 0, "smiles": "O=C=O.C#CO", "energy_ev": -9283.6529, "species": ["O", "O", "O", "C", "C", "C", "H", "H"], "positions_angstrom": [[0.984, 1.711, -0.209], [-1.587, -1.682, -0.146], [-1.595, 0.576, -0.034], [1.271, 0.426, -0.042], [-1.643, -0.555, -0.078], [1.247, -0.752, 0.164], [0.253, 2.085, 0.314], [1.069, -1.810, 0.030]], "atomic_forces_ev_per_a": [[1.237, -0.154, -0.214], [-0.447, -3.340, -0.113], [-0.610, 3.299, 0.264], [-1.795, 1.690, 0.347], [0.671, 0.032, -0.133], [0.182, -1.147, -0.474], [0.271, -0.949, -0.027], [0.491, 0.568, 0.349]]}

=====

No. 2
{"formula": "C3H7OS", "method": "ωB97M-V with the def2-TZVPD basis set", "homo_energy_ev": -2.1599, "e_above_lowest_kj_mol": 223.6, "charge": -1, "energy_ev": -16105.9603, "species": ["S", "O", "C", "C", "C", "H", "H", "H", "H", "H", "H", "H"], "positions_angstrom": [[-2.403, 1.471, 0.168], [4.427, -1.709, -0.407], [-4.078, 1.298, 1.047], [1.960, -1.645, -0.633], [3.403, -1.007, -0.534], [3.479, 0.269, -0.741], [1.723, -1.834, 0.442], [-4.150, 2.219, 1.627], [1.415, -1.058, -1.277], [1.957, -2.770, -0.912], [-4.873, 0.958, 0.356], [-4.228, 0.477, 1.788]], "atomic_forces_ev_per_a": [[-0.898, -0.512, 0.521], [-2.893, 2.614, -0.085], [0.775, -1.143, -0.016], [3.562, -2.806, 2.267], [1.757, -0.804, -1.256], [-0.222, -3.378, 0.814], [-0.836, 1.222, -0.689], [-0.949, 0.059, -0.438], [-2.033, 1.240, -0.691], [0.611, 1.941, -0.343], [0.101, 1.318, -0.041], [1.025, 0.250, -0.043]]}

=====

| no. | molecular weight (g/mol) |
| --- | --- |
| 1 | 86.05 |
| 2 | 91.15 |